C9H8N2O2 in the gas phase at a distorted geometry. Source: the OMol25 dataset; level of theory: ωB97M-V with the def2-TZVPD basis set.

ORCA input file:
```
! wB97M-V def2-TZVPD RIJCOSX def2/J DEFGRID3
* xyz 0 1
O 2.92 1.37 -0.24
C 2.03 2.38 0.23
C 0.64 1.94 0.17
C -0.44 1.44 0.09
C -1.69 0.75 -0.04
N -2.96 1.17 -0.06
C -3.67 -0.02 -0.13
C -2.86 -1.14 -0.06
N -1.60 -0.64 0.03
C -0.40 -1.36 0.07
C 0.69 -1.81 0.15
C 2.04 -2.33 0.28
O 2.95 -1.49 -0.40
H 2.61 1.14 -1.13
H 2.23 3.28 -0.36
H 2.32 2.55 1.26
H -4.75 0.02 -0.15
H -2.99 -2.23 -0.04
H 2.08 -3.27 -0.24
H 2.32 -2.53 1.33
H 3.05 -0.67 0.10
*
```

Results
* Kohn-Sham gap: 9.3 eV
* energy relative to the best compared isomer or geometry (same formula, charge and spin): 127.88 kcal/mol
* molecular weight: 176.17 g mol⁻¹
* HOMO energy: -8.7 eV
* SMILES string: OCC#Cc1nccn1C#CCO

---

A molecular structure, C25H36Cl9NO14 at a distorted geometry. Source: the OMol25 dataset; level of theory: ωB97M-V with the def2-TZVPD basis set.

ORCA input file:
```
! wB97M-V def2-TZVPD RIJCOSX def2/J DEFGRID3
* xyz 0 1
C 0.00 -2.92 2.45
C -0.86 -1.79 2.96
C 0.14 -0.54 3.14
C -0.63 0.73 3.30
C -1.51 1.04 2.09
C -2.58 -0.07 1.69
N -1.90 -1.42 1.86
O -2.44 -2.50 1.25
C -2.98 0.29 0.21
C -3.77 -0.11 2.64
C -1.49 -2.10 4.36
H 0.63 -2.73 1.59
H -0.57 -3.84 2.31
H 0.70 -3.17 3.25
H 0.69 -0.46 2.20
H 0.88 -0.65 3.93
H 0.12 1.52 3.38
H -1.22 0.83 4.22
H -0.88 1.26 1.23
H -2.07 1.96 2.22
H -2.14 0.62 -0.40
H -3.80 1.01 0.13
H -3.37 -0.57 -0.32
H -3.51 -0.13 3.70
H -4.41 -0.96 2.42
H -4.41 0.74 2.41
H -2.41 -2.68 4.26
H -1.76 -1.17 4.86
H -0.79 -2.66 4.98
Cl 0.51 -0.16 -0.51
O 1.31 0.21 0.66
O 1.41 -0.96 -1.34
O -0.39 -1.15 -0.07
O -0.18 0.95 -1.17
C 0.65 4.24 1.66
C 0.30 4.42 2.94
C 0.72 3.54 4.07
O 0.43 3.67 5.23
C 1.64 2.48 3.59
C 2.01 2.30 2.28
C 1.56 3.19 1.19
O 1.95 2.97 0.02
O 2.85 1.35 1.92
O -0.65 5.34 3.37
H 0.16 4.80 0.88
H 2.02 1.84 4.38
H 2.95 1.27 0.97
H -0.58 5.38 4.32
C 3.23 -1.45 -2.93
C 4.06 -2.43 -2.57
C 4.85 -3.26 -3.48
O 5.73 -4.08 -3.20
C 4.59 -2.97 -4.89
C 3.68 -1.98 -5.26
C 2.85 -1.18 -4.29
O 1.87 -0.45 -4.57
O 3.49 -1.71 -6.59
O 4.36 -2.63 -1.24
H 2.68 -0.93 -2.15
H 5.16 -3.41 -5.69
H 2.82 -1.03 -6.73
H 4.95 -3.38 -1.18
O 0.11 -0.92 -3.43
H 1.00 -0.81 -3.76
H 0.22 -1.16 -2.51
C 0.50 1.96 -3.67
Cl 1.94 2.95 -3.11
Cl 0.97 1.19 -5.14
H 0.14 1.16 -3.03
H -0.37 2.59 -3.79
C -1.95 -3.16 -1.21
Cl -1.65 -4.05 -2.68
Cl -1.41 -4.22 0.11
H -1.36 -2.25 -1.15
H -3.00 -2.92 -1.08
C -2.19 0.03 -2.95
Cl -2.18 1.74 -3.41
Cl -3.50 -0.20 -1.71
H -2.27 -0.72 -3.73
H -1.28 -0.03 -2.36
C -1.97 2.76 -0.73
Cl -2.02 3.02 0.97
Cl -2.91 4.14 -1.49
H -0.95 2.73 -1.09
H -2.51 1.84 -0.93
*
```

Results
* Kohn-Sham gap: 4.9 eV
* molecular weight: 893.63 g mol⁻¹
* HOMO energy: -8.4 eV